Entry 1:
40
Properties=species:S:1:pos:R:3:lowdin_spin:R:1 method="wB97M-V/def2-TZVPD" spin_multiplicity=3 charge=+1 homo_energy_ha="-0.462 / -0.462" homo_lumo_gap_ha="0.280 / 0.258"
Y 3.0301 1.0245 0.1287 0.000
Y 0.4557 -0.2708 2.5111 0.012
Ni -1.8059 0.9174 -0.8598 1.725
P -0.0760 -0.7937 -0.2220 0.009
O -1.2183 -0.8188 -1.2350 0.103
O 0.0801 -1.7402 0.9798 0.012
O -0.7364 0.2924 0.6798 0.107
O 1.2166 -0.0575 -0.5814 0.002
P 2.7991 0.8446 2.7916 0.000
O 1.6685 0.9422 3.8629 0.000
O 3.7315 1.8339 2.0427 0.000
O 1.6981 1.3310 1.8025 0.000
O 2.5472 -0.3619 1.8802 0.000
As 0.4814 3.9369 -1.0981 0.002
F -0.8457 5.0634 -1.3903 0.001
F -0.6260 2.5473 -0.9194 0.023
F 1.8338 2.7617 -0.6561 0.000
F 1.7310 5.2327 -1.2845 0.000
F 0.2443 4.2437 0.6312 0.002
F 0.6156 3.4641 -2.7898 0.001
C 0.0986 -1.4097 -4.2571 0.000
Cl 1.2063 -0.0551 -3.7561 0.000
Cl -0.3991 -1.0437 -5.9652 0.000
H 0.6685 -2.3384 -4.2271 0.000
H -0.7785 -1.4582 -3.6118 0.000
C -1.9049 3.7718 3.0606 0.000
Cl -1.3575 2.0821 2.9988 0.000
Cl -3.3567 4.0019 2.0694 0.000
H -2.0850 4.0088 4.1092 0.000
H -1.1976 4.4554 2.5911 0.000
C 1.3038 -4.5657 0.5983 0.000
Cl 2.2607 -5.6303 -0.4661 0.000
Cl 0.4768 -5.3906 1.9759 0.000
H 1.8311 -3.6611 0.9012 0.000
H 0.4362 -4.2424 0.0232 0.000
C -2.6881 -3.7144 -0.5348 0.000
Cl -2.6159 -5.3519 0.1134 0.000
Cl -4.3159 -3.0638 -0.3292 0.000
H -2.0219 -3.0489 0.0142 0.000
H -2.3859 -3.7382 -1.5818 0.000


Entry 2:
15
Properties=species:S:1:pos:R:3:lowdin_spin:R:1 method="wB97M-V/def2-TZVPD" spin_multiplicity=4 charge=+2 homo_energy_ha="-0.582 / -0.768" homo_lumo_gap_ha="0.177 / 0.223"
H -0.2838 -1.6429 -2.6552 0.047
C 0.7606 -0.8190 -0.8460 0.112
C -0.4184 -1.2403 -1.6422 0.576
O -1.6292 -0.7541 -1.3617 0.593
Au -2.4007 0.1269 -0.1217 0.540
H 1.4443 -1.6790 -0.7331 0.011
H 1.2760 0.0047 -1.3635 0.023
O -0.3255 1.3728 2.0978 0.663
C 0.1742 1.1184 0.7919 0.195
C 0.4670 -0.3611 0.6649 0.040
H -0.4915 2.3135 2.2007 0.006
H 1.0880 1.7031 0.5895 0.064
H -0.6006 1.4195 0.0658 0.106
H -0.3960 -0.9439 1.0237 0.016
H 1.3358 -0.6186 1.2892 0.008


Largest force on an atom, respectively: 0.2195, 0.1896 hartree/bohr.
Relative energy (zero: lowest compared OMol25 entry of this formula, charge and spin), respectively: 2.314, 0.000 eV.